The following is a DFT calculation (the ωB97M-V functional and the def2-TZVPD basis) of 2 unconnected molecules or ions with the total composition C4H10.

Results
- E_LUMO: 0.04425 Eh
- F_max: 0.20 eV/Å

```
! wB97M-V def2-TZVPD RIJCOSX def2/J DEFGRID3
* xyz 0 1
C 1.16457 0.96817 -0.34895
C 0.44509 -0.07250 0.06937
C -0.09056 -1.11080 -0.88066
C 0.10032 -0.28143 1.52034
H -1.56381 1.47312 -0.75751
H 1.56069 1.70357 0.34748
H 1.37979 1.12168 -1.40401
H 0.46423 -2.04967 -0.76203
H -1.14583 -1.33244 -0.67310
H -0.00662 -0.79229 -1.92507
H -2.29490 1.39015 -0.87380
H 0.70404 0.35160 2.17685
H 0.24127 -1.32683 1.82183
H -0.95828 -0.04232 1.68924
*
```